Here is a structure of composition C30H55AsBN6SZr from the Open Molecules 2025 dataset. Energies are from wB97M-V/def2-TZVPD.

```
95
Properties=species:S:1:pos:R:3:forces:R:3
Zr -0.07861 0.02624 0.13937 -0.258 0.030 -0.006
C 4.14939 -1.66407 -2.63894 -0.002 -0.009 -0.007
C 2.96591 -1.04651 -1.90148 -0.010 0.011 -0.017
C 3.29016 0.37840 -1.44394 0.045 0.019 0.010
C 2.53978 -1.88250 -0.73366 -0.035 0.079 0.023
C 3.12462 -2.99056 -0.17261 0.019 -0.065 0.001
C 2.32376 -3.38706 0.90624 -0.080 0.025 0.080
C 2.67472 -4.44874 1.90203 0.071 0.025 -0.034
C 1.51999 -4.86939 2.78847 -0.029 0.027 0.045
C 3.86062 -3.93066 2.73640 -0.018 -0.003 -0.013
N 1.27121 -2.55974 0.96831 0.109 -0.053 -0.043
N 1.41366 -1.57620 -0.03796 -0.006 -0.056 0.009
B -0.08640 -2.24240 1.68385 0.119 -0.021 -0.030
N -0.11296 -1.29420 2.91132 -0.103 0.019 0.001
N -0.07332 0.02660 2.40144 -0.139 0.031 0.015
C -0.18726 0.84572 3.47596 0.097 -0.008 -0.041
C -0.28898 0.08679 4.62426 -0.082 0.029 -0.004
C -0.25780 -1.25398 4.23979 0.110 -0.026 0.014
C -0.32292 -2.45733 5.12397 0.019 0.050 0.033
C -1.53711 -2.37679 6.05357 0.009 -0.003 0.015
C 0.98230 -2.57350 5.92311 -0.009 -0.024 -0.016
C -0.20447 2.33874 3.36082 0.004 0.005 0.043
C -1.62304 2.86764 3.59804 -0.017 -0.007 -0.001
C 0.78977 2.96160 4.34399 -0.002 0.014 -0.003
N -1.41867 -2.59939 0.95088 0.029 0.028 0.005
N -1.63828 -1.53003 0.07636 0.122 -0.023 -0.022
C -2.70471 -1.83638 -0.68707 -0.027 0.004 0.039
C -3.19472 -3.06571 -0.29626 0.025 -0.008 -0.002
C -2.36464 -3.52954 0.72717 -0.087 -0.001 -0.001
C -2.49098 -4.85107 1.41620 0.012 0.022 -0.001
C -1.65842 -5.89804 0.66234 -0.011 -0.006 0.003
C -2.15721 -4.77918 2.90061 0.016 -0.002 -0.017
C -3.13978 -0.88440 -1.75468 0.005 -0.002 -0.006
C -2.15419 0.27520 -1.83942 -0.008 -0.040 0.045
C -4.56374 -0.37481 -1.50802 -0.005 0.000 0.001
H 4.41256 -1.05282 -3.50054 -0.002 0.002 0.001
H 5.02543 -1.71660 -1.99035 0.001 0.003 -0.003
H 3.92036 -2.66659 -2.99875 -0.001 -0.001 0.002
H 2.11362 -1.01170 -2.59247 -0.002 0.010 -0.001
H 4.20576 0.39259 -0.85082 -0.001 -0.014 0.002
H 3.42624 1.03207 -2.30461 0.019 0.006 0.006
H 2.50192 0.82097 -0.82152 0.000 0.002 -0.032
H 4.03511 -3.47287 -0.48633 -0.002 -0.003 -0.002
H 3.02143 -5.31018 1.32576 -0.009 -0.011 -0.004
H 1.12430 -4.01106 3.33959 0.006 0.009 -0.003
H 0.72180 -5.34391 2.22235 -0.018 -0.001 0.000
H 1.86037 -5.58190 3.53902 0.006 -0.020 -0.024
H 3.58297 -3.02803 3.28620 -0.011 -0.015 0.007
H 4.16026 -4.69192 3.45511 0.001 -0.001 -0.002
H 4.72177 -3.69786 2.11216 0.003 0.003 0.004
H -0.07123 -1.27459 1.09416 0.017 -0.014 0.044
H -0.38895 0.45289 5.63251 0.001 -0.012 -0.003
H -0.43728 -3.33695 4.49264 0.023 -0.013 -0.009
H -1.43644 -1.55118 6.75911 -0.008 0.009 -0.012
H -2.46809 -2.24605 5.50112 0.003 -0.001 -0.004
H -1.61086 -3.29486 6.63501 -0.001 0.002 0.000
H 1.11056 -1.70539 6.57041 0.016 -0.005 0.008
H 0.94539 -3.45941 6.55603 0.010 -0.001 -0.003
H 1.85987 -2.64890 5.27672 -0.048 0.005 0.010
H 0.10035 2.58521 2.33867 0.013 -0.002 -0.023
H -1.97718 2.59179 4.59162 0.003 -0.003 0.000
H -1.63394 3.95765 3.54699 -0.007 -0.011 0.018
H -2.33463 2.47204 2.86966 0.002 0.007 0.004
H 0.51521 2.72710 5.37269 0.008 0.001 0.000
H 1.80642 2.60607 4.17531 0.003 -0.008 0.003
H 0.78279 4.04917 4.25878 -0.011 0.001 -0.008
H -4.04654 -3.59055 -0.69664 0.006 -0.002 -0.007
H -3.54284 -5.12541 1.31406 0.001 -0.021 0.009
H -0.60605 -5.61235 0.61942 0.012 -0.002 -0.007
H -1.73217 -6.86154 1.16483 0.000 -0.003 -0.002
H -2.01175 -6.02215 -0.36069 0.000 -0.001 0.002
H -1.10443 -4.54200 3.05444 -0.016 -0.018 -0.013
H -2.76765 -4.03719 3.41734 0.001 0.005 -0.005
H -2.33556 -5.74707 3.36722 -0.004 0.002 0.005
H -3.12399 -1.42615 -2.70429 0.003 0.003 -0.002
H -2.19036 0.86769 -0.90880 0.004 0.029 -0.004
H -1.12812 -0.06800 -2.08862 -0.005 -0.026 -0.037
H -2.39907 0.98625 -2.62732 0.007 0.005 0.000
H -4.62205 0.17906 -0.56871 0.000 -0.001 0.001
H -4.87965 0.27915 -2.31963 0.001 0.000 0.000
H -5.26764 -1.20321 -1.45434 0.000 -0.001 -0.003
C -1.46688 5.15857 0.47032 0.003 0.011 -0.015
As 0.22668 4.57539 -0.19635 0.032 0.003 0.054
C 1.63202 4.99962 1.02753 0.010 0.009 -0.003
C 0.57795 5.35081 -1.90650 0.000 -0.003 -0.003
S 0.14813 2.42439 -0.52466 0.040 0.042 -0.076
H -1.40914 6.23516 0.63621 -0.001 -0.002 -0.001
H -1.68284 4.64788 1.40551 -0.002 -0.007 -0.004
H -2.23308 4.93952 -0.27039 -0.002 -0.002 0.001
H 1.69133 6.08662 1.09779 0.006 -0.002 0.008
H 2.56877 4.60154 0.64320 0.002 0.003 0.000
H 1.40982 4.57604 2.00414 0.002 -0.009 0.004
H 0.60106 6.43417 -1.78269 0.003 0.000 -0.001
H -0.21582 5.07180 -2.59603 0.000 -0.001 0.000
H 1.53995 4.99667 -2.27083 0.000 -0.002 0.002
```
Positions in Å, forces in eV/Å.

Results
- highest occupied orbital energy (eV) = -17.084
- DFT total energy (eV) = -114551.93327
- frontier orbital gap (eV) = 7.7
- net charge = +3